(1)
Formula: C5H8Si
Source: the Open Molecules 2025 dataset
Level of theory: ωB97M-V/def2-TZVPD

Last column: natural (NBO) charge in e.
CARTESIAN COORDINATES (ANGSTROEM)
C: 2.7189 0.2217 0.0535  -0.17
C: 3.8938 0.5131 0.1667  0.12
C: 1.3388 0.1035 -0.4679  -0.47
C: 0.3748 -0.7568 0.4665  -0.45
C: -0.9787 -0.7812 -0.1017  -0.47
Si: -2.1862 0.6231 0.1352  0.83
H: 0.9044 1.1029 -0.5686  0.23
H: 1.3687 -0.3651 -1.4547  0.24
H: 0.8184 -1.7515 0.5458  0.22
H: 0.3864 -0.2633 1.4370  0.22
H: -1.1796 -1.5608 -0.8257  0.20
H: -1.5137 1.6880 0.8757  -0.17
H: -3.3175 0.0988 0.9052  -0.16
H: -2.6286 1.1276 -1.1671  -0.16

Force components x, y, z for each atom (eV/Å):
C -2.2 -0.4 -0.4
C 1.5 0.3 0.3
C 0.1 -0.1 0.3
C 1.0 0.4 -0.2
C -0.4 0.4 -0.2
Si 0.4 -0.8 -0.1
H 0.1 -0.1 0.0
H 0.0 0.1 0.1
H -0.1 0.0 0.1
H 0.1 -0.1 0.2
H -0.1 -0.1 0.0
H 0.1 0.3 0.2
H -0.3 0.1 0.1
H -0.2 0.1 -0.2

energy above the lowest of the compared OMol25 structures with the same formula, charge and spin = 5.650 eV
multiplicity = 1

(2)
Formula: C5H9AsAuF6NO4S2
Source: the Open Molecules 2025 dataset
Level of theory: ωB97M-V/def2-TZVPD

Last column: natural (NBO) charge in e.
CARTESIAN COORDINATES (ANGSTROEM)
Au: -0.3118 -0.8297 -0.9823  0.49
F: -1.2674 -2.1215 2.1576  -0.32
C: -2.5394 -2.4304 1.8870  0.72
F: -2.5841 -3.6865 1.4470  -0.31
F: -3.2529 -2.3307 2.9983  -0.30
S: -3.1975 -1.3160 0.5786  2.28
O: -2.2641 -1.5364 -0.5382  -1.01
O: -4.5255 -1.7532 0.3216  -0.88
N: -3.0940 0.0540 1.3023  -1.24
S: -2.4997 1.4225 0.7945  2.27
O: -3.3451 2.5140 1.1403  -0.89
O: -1.9256 1.3660 -0.5282  -0.96
C: -1.0525 1.6112 1.9251  0.71
F: -1.4326 1.6736 3.1930  -0.30
F: -0.3953 2.7322 1.6114  -0.32
F: -0.1923 0.5862 1.7940  -0.33
C: 3.0654 -0.3403 0.0943  -0.95
As: 1.8452 -0.0207 -1.3648  1.04
C: 2.7960 -0.6668 -2.9140  -0.95
C: 1.8590 1.8952 -1.5739  -0.95
H: 4.0279 0.1271 -0.1094  0.23
H: 3.1944 -1.4133 0.2221  0.25
H: 2.6372 0.0746 1.0051  0.25
H: 3.7707 -0.1847 -2.9776  0.23
H: 2.2169 -0.4430 -3.8076  0.25
H: 2.9224 -1.7446 -2.8352  0.25
H: 2.8817 2.2589 -1.6632  0.23
H: 1.3710 2.3469 -0.7119  0.26
H: 1.2921 2.1554 -2.4659  0.25

Force components x, y, z for each atom (eV/Å):
Au 0.0 0.0 0.0
F 0.0 0.0 0.0
C 0.0 -0.1 0.0
F 0.0 0.0 0.0
F 0.0 0.0 0.0
S -0.1 0.2 0.2
O 0.0 -0.1 -0.2
O 0.0 0.0 0.0
N 0.0 -0.1 -0.2
S 0.0 0.1 0.0
O 0.0 0.0 0.0
O 0.0 0.0 0.2
C 0.0 0.0 0.0
F 0.0 0.0 0.0
F 0.0 0.0 0.0
F 0.0 0.0 0.0
C 0.0 0.0 0.0
As 0.0 0.0 0.0
C 0.0 0.0 0.0
C 0.0 0.0 0.0
H 0.0 0.0 0.0
H 0.0 0.0 0.0
H 0.0 0.0 0.0
H 0.0 0.0 0.0
H 0.0 0.0 0.0
H 0.0 0.0 0.0
H 0.0 0.0 0.0
H 0.0 0.0 0.0
H 0.0 0.0 0.0

DFT total energy = -117516.55801 eV
multiplicity = 1

(3)
Formula: C5H9B
Source: the Open Molecules 2025 dataset
Level of theory: ωB97M-V/def2-TZVPD

Last column: natural (NBO) charge in e.
CARTESIAN COORDINATES (ANGSTROEM)
B: 0.4006 0.3738 -0.0437  0.96
C: -2.6844 -0.7079 0.7681  -0.49
C: 2.2343 -1.1776 -0.7087  -0.28
C: -1.6036 -0.1144 1.1653  -0.36
C: 1.4233 -0.6312 0.1835  -0.71
C: 0.3952 1.7227 -0.7570  -1.09
H: -3.4885 -1.0522 1.4571  0.19
H: -2.7546 -0.9014 -0.2966  0.19
H: 2.9035 -2.0461 -0.3735  0.20
H: 2.2805 -1.0601 -1.8063  0.20
H: -1.5395 0.3480 2.1101  0.16
H: 1.4314 -1.0308 1.2206  0.25
H: -0.5088 1.8668 -1.2357  0.26
H: 1.1846 1.7841 -1.4773  0.23
H: 0.3262 2.6263 -0.2060  0.28

Force components x, y, z for each atom (eV/Å):
B -4.3 1.3 1.6
C -1.2 -1.0 -0.7
C 1.7 -2.5 -0.3
C 3.8 1.7 -1.7
C 0.8 -1.4 1.2
C 0.7 -0.8 0.1
H 0.4 0.6 -0.6
H -0.4 -0.7 0.1
H -0.9 1.4 -0.5
H -0.3 0.6 0.8
H 0.4 0.0 1.4
H 0.2 0.1 -0.7
H -2.2 -0.3 -1.6
H 0.7 0.3 -0.4
H 0.7 0.7 1.3

energy above the lowest of the compared OMol25 structures with the same formula, charge and spin = 3.876 eV
multiplicity = 1

(4)
Formula: C5H9BO
Source: the Open Molecules 2025 dataset
Level of theory: ωB97M-V/def2-TZVPD

Last column: natural (NBO) charge in e.
CARTESIAN COORDINATES (ANGSTROEM)
C: -1.0422 -2.9751 -0.0690  -0.35
C: -0.8393 -1.7016 0.2487  -0.65
B: 0.1831 -0.6345 0.3544  0.85
C: 1.0516 0.4291 0.6875  -0.78
C: 2.5059 0.5352 0.2603  -0.61
H: -2.1326 -3.3221 -0.1446  0.21
H: -0.1360 -3.6490 -0.2031  0.20
H: -1.7814 -1.3107 0.4693  0.26
H: 0.6416 1.2762 1.2037  0.25
H: 2.5559 0.7810 -0.7496  0.20
H: 2.8570 -0.5461 0.2816  0.20
H: 2.9987 1.2815 0.8279  0.21
C: -1.7173 2.4689 -0.8425  0.26
O: -1.7957 1.6457 0.0189  -0.50
H: -0.9079 2.3889 -1.6083  0.13
H: -2.4413 3.3326 -0.7353  0.12

Force components x, y, z for each atom (eV/Å):
C 0.6 -1.4 -0.2
C 0.0 -0.7 -0.4
B 1.1 1.1 1.0
C -0.5 -1.0 -0.9
C -1.3 -2.9 0.8
H 2.1 0.0 0.2
H -1.7 0.5 -0.3
H -1.6 1.6 0.3
H -0.4 0.3 0.1
H 0.2 0.8 -1.8
H 0.6 1.6 0.4
H 1.0 0.1 0.7
C -0.2 0.7 0.6
O -0.1 -0.8 0.3
H -0.6 0.4 0.0
H 0.8 -0.3 -0.9

energy above the lowest of the compared OMol25 structures with the same formula, charge and spin = 4.232 eV
multiplicity = 1

Q: Which value of multiplicity does entry 2 give?
A: 1

Q: multiplicity of number 1 (C5H8Si)?
A: 1